102
Properties=species:S:1:pos:R:3:forces:R:3:mulliken_spin:R:1 method="wB97M-V/def2-TZVPD" homo_lumo_gap_ev="4.60 / 6.00" e_lumo_ha="0.1634 / 0.1623" total_charge=-2 de_lowest_kcal_mol=33.55 mol_weight_g_mol=887.372 energy_ev=-154280.5290 multiplicity=2 homo_energy_ha="-0.006 / -0.058"
Pd 0.162 -0.070 0.416 -0.275 0.156 0.455 0.008
C 0.647 -4.315 2.611 -0.017 0.008 0.051 0.000
Si -0.308 -3.546 1.157 -0.100 0.208 -0.084 0.000
C -2.043 -4.319 1.133 0.063 -0.028 0.006 0.000
C 0.480 -4.443 -0.308 0.000 -0.124 0.011 0.000
N -0.498 -1.813 1.208 -0.007 -0.160 0.323 0.001
C -1.690 -1.424 1.884 0.089 0.112 -0.361 -0.001
C -2.011 -1.869 3.154 0.014 0.004 0.106 0.000
C -3.264 -1.630 3.732 -0.010 0.020 -0.032 0.001
C -4.198 -0.920 2.999 -0.009 -0.009 0.025 0.000
C -3.872 -0.407 1.746 0.003 -0.023 -0.001 0.001
C -2.599 -0.572 1.168 0.043 -0.020 -0.125 -0.002
N -2.157 0.031 0.023 -0.075 -0.203 -0.128 -0.004
Si -3.231 0.642 -1.163 0.045 0.026 0.180 0.005
C -2.261 1.384 -2.586 -0.027 -0.003 -0.040 -0.007
C -4.362 -0.716 -1.853 -0.001 0.004 0.048 0.000
C -4.439 2.009 -0.626 0.026 0.001 -0.061 -0.007
H 0.316 -5.353 2.736 0.025 0.021 0.009 0.000
H 0.511 -3.798 3.565 -0.017 -0.015 -0.059 0.000
H 1.718 -4.336 2.390 -0.042 -0.004 0.010 0.000
H -1.949 -5.411 1.172 0.008 0.044 -0.015 0.000
H -2.514 -4.061 0.178 0.001 0.017 0.035 0.000
H -2.712 -3.998 1.930 0.018 -0.003 -0.005 0.000
H 0.061 -5.459 -0.266 0.033 0.008 -0.029 0.000
H 1.564 -4.510 -0.221 -0.044 0.019 -0.023 0.000
H 0.241 -4.026 -1.284 -0.012 0.029 0.018 0.000
H -1.279 -2.458 3.699 -0.022 0.028 -0.047 0.000
H -3.491 -2.009 4.722 -0.006 0.013 -0.008 0.000
H -5.187 -0.728 3.407 0.028 -0.008 0.004 0.000
H -4.608 0.194 1.230 -0.013 0.007 -0.040 0.000
H -1.461 2.033 -2.221 -0.006 0.014 0.018 0.007
H -2.916 1.996 -3.214 -0.006 -0.040 0.016 0.000
H -1.815 0.611 -3.214 -0.021 0.043 0.036 0.001
H -3.800 -1.433 -2.457 -0.002 0.005 0.009 0.000
H -5.171 -0.301 -2.465 0.035 0.002 0.006 0.000
H -4.815 -1.263 -1.020 0.006 0.013 -0.038 0.000
H -3.990 2.728 0.062 0.016 -0.017 0.007 0.006
H -5.338 1.600 -0.157 0.005 0.029 0.020 0.001
H -4.757 2.555 -1.521 -0.004 0.011 0.052 0.000
S -1.789 7.522 -0.577 -0.011 0.039 -0.008 0.250
N -0.598 6.541 -1.206 -0.017 0.043 0.000 0.253
C -0.701 5.385 -0.530 -0.074 -0.004 0.100 -0.007
C 0.139 4.244 -0.719 0.116 0.047 -0.113 0.066
C 1.220 4.294 -1.617 -0.011 -0.012 0.021 -0.017
C 2.031 3.204 -1.755 -0.049 -0.018 0.073 0.045
C 1.707 2.039 -1.043 -0.034 -0.048 -0.152 -0.022
N 0.688 1.943 -0.212 -0.007 -0.255 -0.226 0.006
C -0.075 3.054 0.024 0.114 -0.014 0.059 0.092
C -1.066 3.051 1.062 -0.037 -0.023 0.133 0.021
N -1.151 1.967 1.866 0.052 0.032 0.014 0.004
C -2.061 1.939 2.806 -0.048 0.039 0.075 -0.007
C -2.951 3.005 3.054 0.067 -0.053 -0.054 0.027
C -2.841 4.134 2.293 -0.009 0.007 -0.048 -0.008
C -1.880 4.189 1.264 -0.126 -0.073 0.116 0.048
C -1.719 5.358 0.454 0.100 0.052 -0.106 -0.041
N -2.428 6.487 0.564 0.003 0.008 -0.019 0.224
H 1.388 5.215 -2.163 -0.010 -0.016 0.008 0.015
H 2.888 3.205 -2.415 -0.025 -0.008 -0.007 0.010
H 2.272 1.126 -1.192 0.026 0.082 0.003 0.016
H -2.113 1.037 3.409 0.041 0.001 0.021 -0.003
H -3.692 2.914 3.838 0.001 0.005 0.007 0.002
H -3.476 4.998 2.445 -0.006 -0.002 0.000 0.019
C 5.353 0.065 -0.196 0.098 0.013 -0.078 0.000
Si 4.154 -0.734 -1.436 -0.159 0.006 0.143 -0.001
C 4.435 0.297 -3.014 0.091 -0.010 -0.041 0.000
C 4.936 -2.422 -1.829 0.098 0.013 -0.054 0.000
Ge 2.013 -1.597 -0.576 -0.030 -0.021 -0.031 -0.001
Si 0.892 -1.412 -2.725 0.238 0.133 -0.023 0.002
C 1.812 -2.558 -3.940 -0.019 -0.022 -0.079 0.000
C 0.894 0.272 -3.595 -0.061 -0.097 -0.216 0.003
C -0.895 -2.015 -2.760 -0.006 -0.011 -0.105 0.000
Si 1.758 0.009 2.136 -0.009 -0.076 -0.286 -0.001
C 2.788 1.590 2.019 0.098 -0.035 0.148 0.002
C 2.978 -1.389 2.492 0.078 0.085 0.171 0.000
C 0.837 0.167 3.771 0.136 -0.012 0.015 -0.001
H 6.377 -0.036 -0.577 -0.035 -0.006 0.024 0.000
H 5.307 -0.400 0.790 0.020 0.040 -0.028 0.000
H 5.158 1.133 -0.074 -0.014 -0.016 0.004 0.000
H 5.517 0.371 -3.186 -0.038 0.010 -0.023 0.000
H 4.043 1.314 -2.935 0.005 -0.039 0.018 0.000
H 3.982 -0.167 -3.894 0.025 0.019 0.058 0.000
H 5.916 -2.288 -2.302 -0.029 -0.018 0.013 0.000
H 4.311 -3.015 -2.502 0.004 0.011 0.027 0.000
H 5.071 -3.001 -0.912 -0.012 0.022 -0.009 0.000
H 2.844 -2.242 -4.122 -0.067 -0.005 0.023 0.000
H 1.286 -2.550 -4.903 0.026 -0.019 0.035 0.000
H 1.833 -3.591 -3.579 0.011 0.043 0.009 0.000
H 1.899 0.682 -3.687 0.023 -0.035 -0.018 -0.002
H 0.278 1.014 -3.093 0.038 -0.027 0.033 -0.003
H 0.488 0.135 -4.607 0.010 0.055 0.032 0.000
H -0.968 -3.104 -2.737 0.034 -0.014 0.008 0.000
H -1.355 -1.676 -3.697 -0.051 -0.019 0.059 0.000
H -1.466 -1.621 -1.919 -0.014 0.036 0.040 0.000
H 3.466 1.591 1.164 -0.070 0.011 0.019 -0.001
H 3.398 1.638 2.931 0.005 0.050 -0.062 0.000
H 2.168 2.489 1.973 -0.011 -0.075 0.007 -0.002
H 3.793 -1.455 1.773 -0.049 -0.015 0.009 0.000
H 2.476 -2.355 2.516 -0.002 0.058 0.007 0.000
H 3.405 -1.193 3.487 -0.016 -0.024 -0.046 0.000
H 0.155 1.011 3.788 -0.034 0.018 -0.009 0.000
H 1.616 0.334 4.527 -0.065 -0.021 0.001 0.000
H 0.291 -0.738 4.034 -0.043 -0.022 -0.038 0.000

111
Properties=species:S:1:pos:R:3:forces:R:3:lowdin_charge:R:1 method="wB97M-V/def2-TZVPD" homo_lumo_gap_ev=5.90 e_lumo_ha=0.0546 total_charge=-1 mol_weight_g_mol=1041.574 energy_ev=-99516.9971 homo_energy_ha=-0.162
C -3.240 -1.669 5.671 -0.720 0.374 -1.264 -0.243
C -2.892 -0.070 5.769 0.503 -0.622 -0.209 -0.278
C -2.088 0.358 7.162 -1.452 2.332 -1.607 -0.587
I -1.328 -1.421 8.270 -0.271 1.174 -0.400 0.736
C -0.844 1.331 6.681 1.874 -0.514 1.182 -0.414
C 0.382 1.640 7.758 -0.538 1.833 0.248 -0.203
O 1.261 2.556 6.956 -1.327 -1.956 0.138 -0.447
P 0.271 3.733 6.129 -0.826 2.197 1.595 0.249
I 0.463 2.747 3.845 -0.230 -1.690 -2.549 0.674
C 1.679 4.871 5.499 1.522 1.076 -0.142 -0.462
C 3.180 4.455 6.010 0.510 1.169 -0.417 -0.261
C 3.875 3.214 5.196 -0.511 -0.518 0.346 -0.259
C 4.125 3.480 3.598 1.790 -0.331 0.567 -0.228
C 4.641 2.027 2.965 -0.538 -0.652 0.902 -0.165
C 3.543 1.330 1.955 1.534 0.865 -1.914 -0.209
O 3.233 -0.071 2.345 -3.768 1.057 -0.414 -0.117
C 1.786 -0.331 2.321 -2.918 -1.972 5.937 -0.323
C 0.753 0.015 1.088 0.188 0.657 0.092 -0.045
O 1.215 -0.873 3.432 4.098 2.988 -7.298 -0.083
O -1.180 2.708 6.191 0.636 -3.492 1.676 -0.483
H -3.812 -2.109 6.601 1.431 0.924 -1.759 0.050
H -2.260 -2.251 5.390 -2.014 0.982 0.888 0.064
H -3.981 -1.799 4.748 1.545 0.242 1.832 0.074
H -3.874 0.575 5.630 2.111 -1.274 0.502 0.117
H -2.155 0.172 4.870 -1.641 -0.411 1.859 0.116
H -2.894 0.919 7.823 2.026 -1.288 -0.944 0.100
H -0.280 0.611 5.919 -1.203 1.894 0.867 0.115
H 0.074 2.379 8.642 -0.048 -1.875 -1.543 0.119
H 0.904 0.703 8.255 -0.723 1.979 -1.603 0.088
H 0.065 4.378 7.418 0.250 -0.216 -0.159 0.014
H -0.670 4.719 5.633 0.171 -0.460 -0.481 -0.017
H 1.661 4.894 4.306 0.100 0.042 2.874 -0.014
H 1.395 5.984 5.823 0.703 -2.280 -0.228 0.085
H 3.872 5.408 5.815 -1.254 -1.905 0.373 0.101
H 3.191 4.299 7.179 -0.087 0.018 -2.435 0.104
H 4.918 2.984 5.728 -2.082 0.491 -1.296 0.116
H 3.229 2.213 5.273 1.240 2.336 0.034 0.096
H 3.216 3.941 3.023 1.726 -1.055 1.222 0.072
H 5.069 4.207 3.527 -2.169 -1.271 -0.015 0.107
H 4.765 1.267 3.878 -0.311 1.640 -1.964 0.119
H 5.722 2.100 2.484 -2.442 -0.052 0.696 0.106
H 4.086 1.243 0.895 -1.164 0.169 2.032 0.115
H 2.597 1.994 1.772 1.709 -1.391 0.848 0.075
H 0.338 -1.001 0.682 1.087 1.986 0.671 0.079
H -0.187 0.628 1.491 2.321 -1.406 -0.406 0.075
H 1.229 0.693 0.241 -0.836 -1.768 1.683 0.087
C 0.163 -4.510 -1.456 0.223 0.234 0.367 -0.019
C -0.535 -3.295 -2.033 0.029 -1.483 0.478 -0.341
C -0.389 -3.173 -3.519 -0.352 -0.556 -0.570 -0.115
O -0.502 -1.776 -3.725 0.364 0.826 0.636 0.065
C -0.062 -1.183 -2.574 0.391 1.980 0.428 -0.483
O 0.185 0.005 -2.462 -0.415 -2.572 -0.198 0.117
O 0.071 -2.100 -1.569 -0.020 1.143 -0.886 0.076
H 0.068 -4.520 -0.366 -0.074 -0.116 -0.200 0.101
H -0.260 -5.437 -1.855 -0.015 0.195 0.049 0.076
H 1.237 -4.489 -1.676 -0.217 -0.008 -0.085 0.098
H -1.589 -3.282 -1.729 0.052 0.081 -0.153 0.164
H -1.172 -3.710 -4.062 0.065 0.265 0.016 0.143
H 0.590 -3.498 -3.891 -0.024 -0.075 0.191 0.141
C -0.034 2.371 -4.175 -0.097 -0.287 -0.298 -0.018
C -0.729 3.277 -5.171 1.132 -0.282 1.265 -0.340
C -1.975 3.911 -4.632 0.076 0.560 0.841 -0.110
O -2.741 4.126 -5.803 -0.104 -0.579 -1.063 0.045
C -2.354 3.165 -6.696 -0.647 -0.541 -1.754 -0.527
O -2.944 2.907 -7.730 1.065 0.527 2.049 0.118
O -1.220 2.529 -6.272 -1.287 0.459 -0.835 0.092
H 0.837 1.895 -4.637 -0.078 0.154 0.119 0.076
H 0.297 2.929 -3.294 -0.032 -0.027 -0.142 0.104
H -0.696 1.560 -3.851 0.101 0.350 -0.080 0.074
H -0.027 4.027 -5.555 -0.156 0.049 0.001 0.162
H -1.774 4.857 -4.120 -0.146 -0.095 -0.201 0.147
H -2.544 3.257 -3.962 0.217 -0.078 -0.024 0.139
C -5.467 2.133 -5.144 0.513 0.089 0.021 -0.004
C -5.618 0.646 -4.896 -0.199 1.306 -0.690 -0.345
C -6.800 0.300 -4.043 -0.857 0.151 -0.194 -0.118
O -6.395 -0.913 -3.435 0.946 -0.312 0.232 0.063
C -5.030 -0.871 -3.369 1.480 -1.433 1.271 -0.503
O -4.346 -1.643 -2.719 -1.479 1.579 -1.440 0.130
O -4.533 0.153 -4.126 -0.199 -1.015 0.775 0.088
H -4.562 2.332 -5.725 -0.350 -0.055 -0.049 0.063
H -6.329 2.534 -5.686 0.115 -0.108 0.019 0.099
H -5.358 2.681 -4.201 -0.158 -0.179 -0.057 0.098
H -5.633 0.102 -5.848 -0.064 -0.012 0.100 0.164
H -7.711 0.154 -4.630 0.135 -0.142 0.170 0.142
H -6.999 1.033 -3.253 0.124 0.069 -0.157 0.143
C -1.008 -10.536 -2.798 0.370 -0.127 -0.256 -0.024
C -0.640 -9.777 -1.539 -0.584 -0.989 -0.788 -0.354
C -1.565 -8.638 -1.238 -0.884 -0.043 0.244 -0.116
O -0.734 -7.752 -0.511 0.959 0.063 -0.142 0.056
C 0.542 -7.981 -0.945 2.120 1.533 0.594 -0.509
O 1.494 -7.261 -0.699 -2.178 -1.681 -0.569 0.137
O 0.608 -9.122 -1.695 0.158 0.938 0.557 0.087
H -0.272 -11.321 -2.998 -0.172 0.039 0.100 0.087
H -1.997 -10.997 -2.709 0.122 0.062 0.070 0.091
H -1.004 -9.875 -3.672 -0.076 0.009 0.232 0.092
H -0.559 -10.467 -0.690 -0.062 0.126 0.000 0.162
H -2.425 -8.946 -0.636 0.187 0.193 0.018 0.145
H -1.925 -8.118 -2.133 0.061 -0.195 -0.050 0.142
C 3.943 1.316 -4.552 -0.421 0.069 -0.198 -0.022
C 4.573 2.585 -4.013 -0.101 -1.226 -0.689 -0.352
C 5.171 2.421 -2.649 0.665 -0.552 0.286 -0.116
O 5.085 3.730 -2.118 -0.711 0.685 -0.306 0.067
C 4.017 4.324 -2.731 -1.054 2.251 0.912 -0.503
O 3.512 5.374 -2.374 1.154 -2.353 -0.887 0.136
O 3.587 3.581 -3.796 0.168 0.748 0.753 0.076
H 3.478 1.506 -5.525 0.170 -0.051 0.064 0.086
H 4.687 0.522 -4.668 -0.023 0.147 0.016 0.090
H 3.146 0.959 -3.890 0.209 0.082 0.039 0.086
H 5.303 2.980 -4.730 0.024 0.007 0.122 0.159
H 6.211 2.084 -2.687 -0.124 0.200 0.112 0.143
H 4.601 1.747 -2.000 -0.041 -0.023 -0.201 0.139